# 1
Molecular formula: C44H46N4O6S2SiZr
Method: DFT, wB97M-V/def2-TZVPD

```
104
Properties=species:S:1:pos:R:3:lowdin_charge:R:1
Zr 1.15410 -0.33717 0.09471 1.75
C 4.25632 0.60727 0.66943 -0.17
O 2.94232 0.28722 0.37710 -0.45
C 2.05027 3.18855 0.11950 -0.19
C 3.11639 4.15258 0.32260 -0.05
C 3.84473 4.65856 -0.70787 -0.13
C 3.64086 4.23367 -2.04615 -0.14
C 2.71773 3.24694 -2.27625 -0.06
C 1.97178 2.66933 -1.23416 -0.24
N 1.16523 1.57763 -1.49502 -0.04
N 0.65162 1.56314 -2.66478 0.07
C 0.03728 0.40125 -3.13062 -0.17
C 0.40417 -0.88615 -2.74465 -0.36
O 1.28034 -1.09047 -1.78816 -0.27
C -0.15986 -2.00768 -3.41373 0.00
C -1.09516 -1.85205 -4.38829 -0.06
C -1.53251 -0.55646 -4.77293 -0.18
C -2.53806 -0.36803 -5.74850 -0.06
C -2.95130 0.88532 -6.10983 -0.12
C -2.35951 2.01335 -5.50330 -0.11
C -1.38707 1.86224 -4.55207 -0.04
C -0.94740 0.57502 -4.15403 -0.10
H 4.61082 1.40708 0.00889 0.08
H 4.90074 -0.27019 0.54432 0.08
H 4.34961 0.95738 1.70388 0.07
H 3.31173 4.50913 1.32308 0.09
H 4.61506 5.39352 -0.49385 0.09
H 4.25657 4.61829 -2.84955 0.07
H 2.58870 2.82640 -3.26538 0.10
H 0.17742 -2.98257 -3.08398 0.12
H -1.53247 -2.71817 -4.87435 0.10
H -2.98339 -1.24640 -6.20514 0.10
H -3.72747 1.01314 -6.85537 0.08
H -2.68310 3.00787 -5.78879 0.09
H -0.93368 2.72197 -4.07728 0.10
C -5.97885 -1.71062 -1.59797 -0.20
Si -4.29793 -2.19854 -0.88404 0.49
C -4.60495 -2.92290 0.81730 -0.19
C -3.58619 -3.48554 -2.04290 -0.18
C -3.27373 -0.63190 -0.79218 -0.25
C -3.78193 0.59996 -1.15169 -0.09
C -2.99704 1.75223 -1.07956 -0.07
C -1.69849 1.61908 -0.65141 -0.15
N -1.16186 0.44523 -0.29404 -0.06
C -1.92144 -0.67357 -0.34960 -0.74
S -1.10152 -2.10902 0.09747 0.67
H -6.62651 -2.59080 -1.64597 0.02
H -5.88085 -1.31397 -2.61211 0.03
H -6.48320 -0.95881 -0.98545 0.02
H -5.19135 -3.84399 0.74827 0.02
H -5.15114 -2.21677 1.44793 0.03
H -3.65380 -3.14737 1.30146 0.00
H -4.34293 -4.23997 -2.28215 0.02
H -2.71839 -3.97188 -1.59839 0.00
H -3.25786 -3.01492 -2.97240 0.02
H -4.80440 0.67873 -1.50778 0.09
H -3.37662 2.72112 -1.37274 0.09
H -1.04363 2.47912 -0.60705 0.10
C -0.51906 -8.21879 2.52801 -0.07
C 0.31904 -7.07287 2.02449 -0.29
C 1.57251 -6.81170 2.55991 -0.06
C 2.33195 -5.73526 2.11073 -0.06
C 1.83583 -4.91078 1.11744 -0.26
C 0.58327 -5.16079 0.56801 -0.07
C -0.16349 -6.23326 1.01948 -0.04
S 2.76556 -3.49303 0.53495 0.53
O 4.06927 -3.64031 1.15803 -0.34
O 2.69351 -3.55028 -0.90170 -0.32
N 1.96903 -2.24947 1.08359 -0.34
C 2.12999 -2.06979 2.52641 -0.19
C 1.22313 -0.96577 3.05903 -0.64
O 1.13102 -0.78323 4.26273 0.03
O 0.63193 -0.24672 2.15445 -0.23
H 0.07071 -8.89439 3.14901 0.06
H -0.93839 -8.79518 1.70092 0.07
H -1.35615 -7.85637 3.12971 0.08
H 1.96269 -7.45491 3.34220 0.10
H 3.31062 -5.52233 2.52053 0.11
H 0.20043 -4.50762 -0.20683 0.07
H -1.14362 -6.41822 0.59194 0.11
H 3.15563 -1.78490 2.78560 0.12
H 1.90547 -2.98166 3.09161 0.12
C 2.36678 2.62619 3.29183 -0.04
C 1.18989 3.28488 2.55406 -0.48
C -0.10961 2.79871 3.22341 -0.03
C 1.15117 2.85124 1.09688 -0.08
C 1.19593 4.81235 2.70368 -0.18
C 1.89949 5.46637 3.71231 -0.04
C 1.84174 6.84873 3.85591 -0.11
C 1.06857 7.61147 2.99589 -0.13
C 0.35466 6.97243 1.98854 -0.09
C 0.42137 5.59672 1.84739 -0.03
H 2.31811 1.55206 3.12535 0.07
H 2.31948 2.78851 4.37288 0.08
H 3.32692 2.99108 2.92136 0.08
H -0.15869 1.71056 3.18014 0.07
H -0.97891 3.21795 2.70933 0.08
H -0.14201 3.11385 4.26994 0.09
H 0.31259 2.21749 0.83956 0.05
H 2.51832 4.89562 4.39198 0.10
H 2.41102 7.32848 4.64459 0.09
H 1.02765 8.68943 3.10156 0.08
H -0.24624 7.55361 1.29815 0.09
H -0.10735 5.10348 1.04046 0.12
```

The calculation puts the LUMO energy (spin up / spin down) at 0.1505 / 0.1505 hartree. For the calculated total energy, the calculation gives -95456.93418 eV. The value obtained for the HOMO energy (spin up / spin down) is -0.945 / -0.953 eV. As for the total charge: -2. Its energy relative to the best compared isomer or geometry (same formula, charge and spin) is 0.000 eV.

# 2
Molecular formula: C26H28BrCl2N4O7PS2Ta
Method: DFT, wB97M-V/def2-TZVPD

```
72
Properties=species:S:1:pos:R:3:lowdin_charge:R:1
Ta -2.22243 -1.34841 -0.74981 1.32
Br 4.69894 3.84629 -0.29918 0.77
C 4.45044 2.30862 0.76509 -0.68
C 3.28771 2.17886 1.51465 -0.11
C 3.09814 1.06040 2.31106 -0.01
C 4.09153 0.08905 2.36296 -0.27
C 5.27523 0.25562 1.65225 -0.02
C 5.45034 1.35138 0.82489 -0.11
N 4.10170 -1.06393 3.22321 0.09
N 3.12081 -1.77645 3.44825 0.10
C 1.84369 -1.57754 2.80093 -0.22
C 0.75213 -1.41668 3.61301 0.00
C -0.56242 -1.35872 3.09731 0.04
C -0.73740 -1.54084 1.75643 -0.31
O -1.93066 -1.52282 1.12787 -0.35
C 0.37244 -1.72206 0.90324 -0.17
N 0.06802 -1.82276 -0.42181 -0.05
C 1.06009 -1.93750 -1.28009 -0.10
C 2.40096 -2.04130 -0.86951 0.00
C 2.71246 -1.96204 0.46026 0.04
C 1.68057 -1.75268 1.40234 -0.08
H 2.54522 2.96420 1.49102 0.09
H 2.20138 0.98358 2.91144 0.11
H 6.06267 -0.47745 1.77190 0.12
H 6.36679 1.48004 0.26650 0.11
H 0.90830 -1.33854 4.68124 0.13
H -1.40984 -1.21179 3.75239 0.13
H 0.80725 -1.96656 -2.33155 0.12
H 3.16925 -2.17734 -1.61650 0.12
H 3.74121 -2.05115 0.78622 0.12
O -3.60955 -2.67280 -2.72829 -0.32
Cl -2.78495 -1.70149 -3.38761 0.72
O -2.66948 -1.82986 -4.76681 -0.17
O -3.15488 -0.39131 -2.88355 -0.46
O -1.42042 -1.89085 -2.67885 -0.50
C -0.42156 2.75204 1.96463 -0.07
C -1.60949 3.63542 1.64272 -0.40
C -1.21490 5.03465 1.21799 -0.04
O -2.52050 3.01691 0.67510 -0.29
P -2.42733 2.52798 -0.81419 -0.07
S -4.12688 2.28680 -1.60167 0.38
S -1.15593 0.77318 -0.69852 0.44
O -1.38991 3.52755 -1.45316 -0.31
C -0.73324 3.56626 -2.77063 -0.41
C -1.45867 2.77554 -3.83930 -0.07
C 0.71328 3.15547 -2.58831 -0.05
H 0.12479 3.19563 2.80103 0.10
H 0.25531 2.67185 1.11489 0.05
H -0.73961 1.74983 2.25025 0.07
H -2.24978 3.69985 2.52280 0.15
H -0.53108 5.01951 0.37164 0.07
H -0.72038 5.52984 2.05523 0.09
H -2.09330 5.61831 0.94675 0.09
H -0.77220 4.62756 -3.01969 0.15
H -1.47196 1.70929 -3.60804 0.05
H -0.92414 2.91205 -4.78102 0.09
H -2.48423 3.11124 -3.96565 0.07
H 0.80862 2.08628 -2.40476 0.05
H 1.16755 3.69873 -1.76083 0.08
H 1.27145 3.39895 -3.49399 0.09
Cl -4.38298 -0.95108 -0.21045 0.25
C -2.32255 -6.35838 -0.14986 -0.02
C -1.49947 -5.83753 -1.13610 -0.02
C -1.43880 -4.47034 -1.30422 -0.11
N -2.13887 -3.62001 -0.54034 -0.08
C -2.92747 -4.12767 0.42245 -0.11
C -3.04961 -5.48550 0.64200 -0.02
H -2.39544 -7.42734 -0.00148 0.12
H -0.91232 -6.47896 -1.77706 0.12
H -0.81999 -4.03300 -2.07276 0.11
H -3.46881 -3.41633 1.02952 0.10
H -3.70487 -5.83975 1.42417 0.12
```

The calculation puts the LUMO energy at -0.1588 hartree. For the calculated total energy, the calculation gives -175299.53457 eV. The value obtained for the HOMO energy is -11.038 eV. As for the total charge: +1. Its energy relative to the best compared isomer or geometry (same formula, charge and spin) is 1.164 eV.

# 3
Molecular formula: C46H44CrN7OP2S
Method: DFT, wB97M-V/def2-TZVPD

```
102
Properties=species:S:1:pos:R:3:mulliken_spin:R:1
Cr 0.44076 -0.55112 -1.01756 3.18
C -3.86357 3.10416 3.76748 0.00
C -2.48319 2.52404 3.43554 0.00
C -1.50988 2.80506 4.59519 0.00
C -1.92850 3.17155 2.17402 0.00
C -1.86411 4.55534 2.01237 0.00
C -1.30545 5.14401 0.88670 0.00
C -0.79519 4.35387 -0.13208 0.00
C -0.86415 2.96946 -0.01429 -0.03
P -0.31770 1.83920 -1.30449 0.06
C 0.94366 2.78584 -2.19654 0.00
C 0.82902 3.13254 -3.54158 0.00
C 1.87606 3.78500 -4.18221 0.00
C 3.04195 4.07720 -3.49041 0.00
C 3.16260 3.73678 -2.14719 0.00
C 2.11653 3.09957 -1.50114 -0.01
C -1.72890 1.59298 -2.40764 -0.06
C -2.45198 2.64754 -2.96732 -0.01
C -3.53807 2.38712 -3.78583 0.00
C -3.92403 1.07589 -4.04305 0.00
C -3.22667 0.01630 -3.48133 0.01
C -2.13324 0.28615 -2.67100 0.02
C -1.40668 2.41952 1.13847 0.02
O -1.37501 1.05667 1.15108 -0.01
C -1.94751 0.37062 2.18412 0.01
C -1.84973 -1.00609 2.06951 -0.03
C -2.45736 -1.79862 3.04102 0.00
C -3.14601 -1.19838 4.07937 0.00
C -3.18236 0.18700 4.18182 0.00
C -2.56802 1.01296 3.24587 0.00
P -0.86534 -1.77045 0.74823 -0.05
C -2.06957 -2.68084 -0.26010 -0.04
C -3.35899 -2.14652 -0.34958 0.00
C -4.33300 -2.79365 -1.09167 0.00
C -4.03393 -3.98218 -1.74499 -0.01
C -2.75185 -4.50791 -1.67900 0.00
C -1.76715 -3.85871 -0.94819 0.01
C 0.16399 -2.88903 1.73498 -0.01
C 1.18732 -2.28695 2.47326 0.00
C 1.98172 -3.04438 3.32061 0.00
C 1.75744 -4.41473 3.42862 0.00
C 0.72686 -5.00852 2.71682 0.00
C -0.08008 -4.24888 1.87727 0.00
H -3.80842 4.18240 3.90607 0.00
H -4.24710 2.68754 4.69706 0.00
H -4.58151 2.89664 2.97396 0.00
H -1.39859 3.87868 4.74729 0.00
H -0.52428 2.38386 4.39309 0.00
H -1.88471 2.36787 5.52071 0.00
H -2.24656 5.19470 2.79673 0.00
H -1.26523 6.22066 0.80684 0.00
H -0.34700 4.81104 -1.00452 0.00
H -0.07504 2.90823 -4.09377 0.00
H 1.77522 4.06868 -5.22067 0.00
H 3.85622 4.57936 -3.99360 0.00
H 4.07014 3.96378 -1.60481 0.00
H 2.20683 2.86539 -0.44649 0.00
H -2.17268 3.67190 -2.75288 0.00
H -4.09220 3.20729 -4.22016 0.00
H -4.77827 0.88145 -4.67675 0.00
H -3.53489 -1.00427 -3.65975 0.00
H -1.62642 -0.58230 -2.22806 -0.03
H -2.38361 -2.87785 2.99451 0.00
H -3.63374 -1.80616 4.82764 0.00
H -3.69034 0.63240 5.02643 0.00
H -3.60851 -1.22964 0.16989 0.00
H -5.32917 -2.37700 -1.14736 0.00
H -4.80260 -4.50231 -2.29989 0.00
H -2.51707 -5.43246 -2.18774 0.00
H -0.77262 -4.28074 -0.91133 0.00
H 1.34267 -1.21303 2.42756 -0.01
H 2.75196 -2.55863 3.90408 0.00
H 2.37423 -5.01264 4.08571 0.00
H 0.53802 -6.06852 2.81858 0.00
H -0.89362 -4.72624 1.34783 0.00
C 5.23415 -1.94396 -2.12130 0.00
N 3.80786 -2.28171 -2.10630 0.00
C 3.02112 -2.58632 -1.09495 0.00
S 1.28949 -2.76053 -1.43832 -0.05
N 3.41080 -2.84160 0.13897 0.00
C 4.75254 -3.03288 0.69678 0.00
H 5.38321 -1.22129 -2.92001 0.00
H 5.84874 -2.81969 -2.32089 0.00
H 5.53499 -1.48017 -1.18669 0.00
H 3.29731 -2.12953 -2.97045 0.00
H 2.64410 -3.03690 0.77451 0.00
H 5.41700 -3.48567 -0.03345 0.00
H 4.65026 -3.71892 1.53372 0.00
H 5.17219 -2.09681 1.05966 0.00
N 1.95964 0.01630 -0.03330 -0.19
C 2.94632 0.29072 0.52923 0.17
C 4.09683 0.60093 1.18662 0.03
C 4.25336 0.06230 2.49221 0.00
N 4.30149 -0.44686 3.52277 0.02
C 5.06007 1.37948 0.48725 0.00
N 5.78081 1.99643 -0.16330 0.02
N 1.72317 -1.02529 -3.95499 0.01
N 1.19709 -0.03921 -3.03877 -0.03
H 2.00250 -0.54022 -4.80643 0.00
H 0.97518 -1.67179 -4.18611 0.00
H 0.47864 0.52178 -3.50519 0.00
H 1.95933 0.61196 -2.84261 0.01
```

The calculation puts the LUMO energy (spin up / spin down) at -0.2492 / -0.2179 hartree. Its spin multiplicity is 4. For the calculated total energy, the calculation gives -118716.14123 eV. The value obtained for the HOMO energy (spin up / spin down) is -13.150 / -13.176 eV. As for the total charge: +2. Its energy relative to the best compared isomer or geometry (same formula, charge and spin) is 0.000 eV.

# 4
Molecular formula: C4H3NO3
Method: DFT, wB97M-V/def2-TZVPD

```
11
Properties=species:S:1:pos:R:3:lowdin_charge:R:1
N 3.47084 0.16065 0.00414 0.15
C 2.37796 -0.27341 -0.04396 -0.19
C 0.98286 -0.75401 0.02553 -0.09
C -0.10743 0.32132 -0.02831 -0.28
O 0.07880 1.51063 0.01943 0.17
C -1.53259 -0.23549 -0.03249 -0.43
O -1.78613 -1.42112 0.00544 0.13
O -2.42228 0.77465 0.00996 0.15
H 0.85134 -1.46852 -0.75671 0.12
H 0.86568 -1.33144 0.96324 0.15
H -3.30082 0.41163 -0.03875 0.12
```

The calculation puts the LUMO energy at -0.0311 hartree. For the calculated total energy, the calculation gives -11828.48877 eV. The value obtained for the HOMO energy is -10.867 eV. Its structure (SMILES) is N#CCC(=O)C(=O)O. Its energy relative to the best compared isomer or geometry (same formula, charge and spin) is 1.045 eV.